# 1
{"formula": "C6H15InNO2", "method": "wB97M-V/def2-TZVPD", "elements": ["In", "C", "O", "C", "C", "N", "C", "C", "O", "C", "H", "H", "H", "H", "H", "H", "H", "H", "H", "H", "H", "H", "H", "H", "H"], "coordinates": [[-16.798229, -3.316914, -30.585115], [-11.239557, -3.664214, -30.053669], [-11.833605, -2.375694, -30.314449], [-12.688833, -2.202006, -31.383019], [-14.143011, -2.809905, -31.226832], [-15.072782, -2.036102, -30.388178], [-15.434603, -0.702005, -30.846713], [-16.113999, -0.728744, -32.225634], [-17.183448, -1.551709, -32.169431], [-18.045127, -1.517543, -33.373004], [-10.408603, -3.850345, -30.734089], [-12.040742, -4.401419, -30.001425], [-10.722109, -3.620817, -29.095313], [-12.075299, -2.594432, -32.193992], [-12.717128, -1.118951, -31.502587], [-14.113119, -3.836038, -30.860440], [-14.470445, -2.907891, -32.261860], [-14.541078, -1.731239, -29.585393], [-14.591182, -0.011582, -30.854938], [-16.177207, -0.249016, -30.189871], [-15.472109, -1.022992, -33.055992], [-16.494563, 0.245522, -32.532354], [-17.589369, -1.969171, -34.254157], [-18.388209, -0.494806, -33.529208], [-18.928131, -2.122968, -33.168409]], "atomic_forces_ev_per_a": [[-1.9, 0.3, -0.2], [-0.3, 0.7, 0.9], [0.1, -0.4, 0.8], [1.3, 1.0, 1.4], [0.8, -0.6, -1.1], [2.7, 0.7, -0.8], [-1.9, 1.5, -2.1], [2.1, 1.5, -0.7], [-2.4, -2.8, 0.7], [-1.1, -0.7, -0.3], [-0.2, -0.3, -0.8], [0.3, -0.5, -0.5], [-0.3, 0.4, 0.2], [-0.9, -0.7, -1.1], [-0.4, 0.0, -0.2], [0.5, 0.0, 0.3], [-0.4, 0.3, -0.1], [-0.3, -1.1, 1.8], [0.4, -0.2, 0.1], [0.2, -0.2, 0.6], [0.5, 0.0, 0.0], [0.3, 0.5, 0.5], [0.6, 0.3, 0.2], [0.3, 0.1, 0.0], [0.1, 0.1, 0.3]], "spin_multiplicity": 1, "homo_lumo_gap_ha": 0.1224, "homo_ev": -21.4, "lumo_ev": -18.03, "charge": 3}

=====

# 2
{"formula": "C6H15N", "method": "wB97M-V/def2-TZVPD", "elements": ["C", "C", "C", "N", "C", "C", "C", "H", "H", "H", "H", "H", "H", "H", "H", "H", "H", "H", "H", "H", "H", "H"], "coordinates": [[1.226528, 2.195389, 0.458365], [-0.076073, 3.009469, 0.490548], [1.084781, 0.875051, -0.399454], [0.261653, -0.162526, 0.146707], [-0.009711, -1.153127, -0.892758], [-0.457042, -2.492491, -0.312952], [-1.722325, -2.392544, 0.524131], [1.354371, 1.762526, 1.469382], [2.127254, 2.701696, 0.097063], [-0.756572, 2.403868, 1.087869], [-0.443922, 3.027591, -0.558813], [-0.179421, 4.065455, 0.703546], [0.790774, 1.271185, -1.389539], [2.130898, 0.569106, -0.594021], [-0.654536, 0.141083, 0.614792], [-0.830760, -0.724367, -1.576724], [0.793465, -1.327607, -1.616767], [0.420537, -2.810660, 0.260635], [-0.627512, -3.224973, -1.161504], [-1.471310, -2.088562, 1.562548], [-2.397344, -1.686752, 0.069082], [-2.423313, -3.233841, 0.641800]], "atomic_forces_ev_per_a": [[-0.5, -1.5, 0.7], [-0.2, -0.9, -1.9], [0.7, 2.7, -0.3], [-0.4, -0.5, 0.4], [-2.3, 0.5, -0.9], [0.1, -0.8, -1.1], [-0.2, 0.1, 1.1], [0.6, 0.7, -0.1], [-0.2, 0.1, 0.3], [-0.5, 0.4, 0.0], [-0.2, -0.3, 0.5], [0.8, 0.2, 0.9], [-0.5, -0.5, -0.1], [-0.4, -0.6, 0.4], [1.7, -0.1, -1.1], [0.7, -0.6, 0.7], [0.5, 0.3, 0.7], [-0.3, -0.5, 0.1], [0.3, 0.7, 0.8], [-0.3, 0.2, -0.6], [-0.1, 0.8, 0.0], [0.8, -0.5, -0.2]], "spin_multiplicity": 2, "homo_lumo_gap_ha": [0.0922, 0.3349], "homo_ev": [1.4, -5.2], "lumo_ev": [3.94, 3.93], "charge": -1}

=====

# 3
{"formula": "C6H15N", "method": "wB97M-V/def2-TZVPD", "elements": ["C", "C", "C", "C", "C", "C", "N", "H", "H", "H", "H", "H", "H", "H", "H", "H", "H", "H", "H", "H", "H", "H"], "coordinates": [[0.740202, -2.209734, 0.155417], [-0.216369, -1.081306, 0.326174], [-1.646105, -1.606932, 0.099198], [-0.046384, 0.110411, -0.646026], [0.651351, 1.381384, -0.163431], [0.041532, 1.958431, 1.107371], [0.615439, 2.345444, -1.225143], [1.612029, -2.117074, 0.827218], [1.256350, -2.134568, -0.843403], [0.390695, -3.239647, 0.042884], [-0.241542, -0.760354, 1.382129], [-1.656734, -2.116261, -0.931561], [-2.458609, -0.920097, 0.222040], [-1.696644, -2.406850, 0.863182], [-1.066070, 0.375438, -1.025781], [0.627654, -0.219049, -1.456951], [1.730121, 1.077427, 0.097324], [0.766677, 2.323220, 1.849958], [-0.488567, 1.170780, 1.646924], [-0.682774, 2.780872, 0.893800], [0.954477, 3.290442, -1.065301], [0.813274, 1.998031, -2.156028]], "atomic_forces_ev_per_a": [[2.8, -0.2, -1.7], [-2.0, 1.1, 0.1], [1.3, -2.5, -0.6], [0.3, 0.1, -0.2], [1.5, -0.3, 1.0], [-0.6, 0.5, 0.6], [-0.5, 0.6, -0.7], [-0.5, -0.5, 0.1], [-0.5, 0.3, 0.6], [-0.5, 0.2, 0.9], [0.4, 0.1, -0.4], [-0.4, 0.8, 1.4], [-0.3, 0.5, 0.0], [-0.7, 0.1, -0.5], [1.0, 0.0, 0.0], [-0.8, -0.1, -0.2], [-1.1, 0.2, -0.2], [0.0, 0.1, -0.5], [-0.2, 0.1, 0.0], [0.5, -0.6, 0.0], [0.1, -0.6, 0.1], [0.2, 0.1, 0.3]], "spin_multiplicity": 1, "homo_lumo_gap_ha": 0.3644, "homo_ev": -8.8, "smiles": "CC(C)C[C@H](C)N", "lumo_ev": 1.16}

=====

# 4
{"formula": "C6H15N", "method": "wB97M-V/def2-TZVPD", "elements": ["C", "C", "C", "N", "C", "C", "C", "H", "H", "H", "H", "H", "H", "H", "H", "H", "H", "H", "H", "H", "H", "H"], "coordinates": [[2.892080, -0.233604, -1.413779], [1.780048, -0.869294, -0.520875], [0.406800, -0.328517, -0.911410], [-0.625821, -0.749528, 0.005418], [-1.078215, 0.139977, 1.093068], [-2.579211, -0.216556, 1.333872], [-1.022608, 1.633997, 0.744908], [2.814023, -0.804127, -2.337958], [3.872043, -0.228021, -0.958445], [2.592892, 0.784290, -1.641303], [1.932511, -0.710770, 0.542187], [1.822793, -1.943225, -0.697757], [0.359250, 0.705598, -1.101199], [0.215617, -0.729309, -1.917925], [-1.372366, -1.277538, -0.398091], [-0.413194, -0.054506, 1.935130], [-2.605443, -1.042226, 2.040710], [-2.983737, -0.650585, 0.424514], [-3.139742, 0.603441, 1.756789], [-1.277514, 2.227058, 1.613711], [-1.621019, 1.889187, -0.127001], [0.030814, 1.854250, 0.535432]], "atomic_forces_ev_per_a": [[-1.6, -0.4, 0.4], [0.8, 0.8, -0.3], [-0.1, -2.1, -0.5], [0.0, 0.1, 0.3], [-1.2, 0.1, -1.3], [1.6, -1.1, 0.9], [1.4, -0.6, 0.1], [0.7, 0.2, -0.2], [0.2, -0.2, -0.1], [0.2, 0.3, 0.0], [0.2, 0.1, 0.2], [-0.3, -0.1, 0.3], [0.5, 1.6, 0.2], [-0.3, -0.2, 0.2], [-0.1, 0.1, -0.3], [-0.4, 0.1, 0.4], [-0.2, -0.1, 0.3], [-0.4, 0.6, -0.2], [-0.3, 0.2, -0.2], [-0.3, 0.2, 0.1], [-0.1, 0.0, 0.0], [-0.2, 0.4, -0.1]], "spin_multiplicity": 1, "homo_lumo_gap_ha": 0.3484, "homo_ev": -8.3, "smiles": "CCCNC(C)C", "lumo_ev": 1.15}

=====

# 5
{"formula": "C6H15N2", "method": "wB97M-V/def2-TZVPD", "elements": ["C", "C", "C", "N", "C", "C", "C", "N", "H", "H", "H", "H", "H", "H", "H", "H", "H", "H", "H", "H", "H", "H", "H"], "coordinates": [[1.806279, -0.099231, -1.240303], [0.935821, -0.585112, -0.142865], [1.145649, -0.397118, 1.166847], [1.672226, 0.752290, 1.795724], [-0.260598, -1.491873, -0.527060], [-1.564256, -0.866357, 0.069579], [-2.032781, 0.447741, -0.540435], [-1.193678, 1.577617, -0.009856], [1.544073, 0.720228, -1.948895], [2.091409, -0.926905, -1.932921], [2.763534, 0.261817, -0.866025], [0.793562, -1.099860, 1.893213], [1.852500, 0.610897, 2.784019], [2.533074, 1.233742, 1.493066], [-0.214442, -2.523691, -0.121311], [-0.291137, -1.859155, -1.568354], [-1.181911, -0.644110, 1.103119], [-2.338334, -1.612765, 0.143997], [-2.017668, 0.339249, -1.633663], [-3.035319, 0.612703, -0.217588], [-1.302853, 1.576351, 1.007469], [-1.460465, 2.509373, -0.339936], [-0.244685, 1.464169, -0.367822]], "atomic_forces_ev_per_a": [[1.4, 0.7, -1.3], [-0.8, -1.3, -0.5], [0.6, 1.2, -0.3], [1.3, 0.2, 0.5], [0.1, -1.1, 0.4], [2.1, -0.1, 0.7], [-0.1, -1.3, -0.4], [-0.5, 0.4, -1.0], [-0.7, -0.3, 0.5], [-0.4, 0.3, 0.6], [0.1, -0.1, 0.3], [-0.8, -0.2, 0.2], [-0.3, -0.2, 0.0], [-0.8, -0.5, -0.7], [0.3, 0.6, 0.7], [-0.1, 1.3, -0.1], [-1.1, -0.3, -0.6], [-0.5, 0.0, -0.2], [0.2, 0.7, 0.3], [-0.7, 0.5, 0.1], [0.8, 0.0, -0.1], [-0.5, -0.2, 0.0], [0.5, -0.4, 0.9]], "spin_multiplicity": 1, "homo_lumo_gap_ha": 0.3087, "homo_ev": -11.7, "smiles": "C/C(=C\\N)CCC[NH3+]", "lumo_ev": -3.28, "charge": 1}